{
  "formula": "C3H3NO2",
  "method": "ωB97M-V with the def2-TZVPD basis set",
  "energy_ev": -8743.241,
  "e_lumo_ha": 0.0036,
  "relative_energy_kj_mol": 182.35,
  "smiles": "N#C[C@@H](O)C=O",
  "gap_ev": 10.90,
  "fmax_ev_per_a": 1.1,
  "symbols": ["N", "C", "C", "O", "C", "O", "H", "H", "H"],
  "xyz": [[-1.1080, -0.0121, -2.3158], [-0.6241, 0.2150, -1.2921], [-0.0573, 0.4835, 0.0422], [-1.0288, 0.4855, 1.0597], [1.0537, -0.5234, 0.3778], [1.4764, -1.3519, -0.3825], [0.3796, 1.4895, 0.0409], [-1.4954, -0.3606, 1.0437], [1.4039, -0.4254, 1.4261]],
  "atomic_forces_ev_per_a": [[0.457, 0.218, 0.937], [-0.490, -0.178, -0.881], [0.128, 0.016, -0.174], [-0.055, -0.118, 0.043], [0.195, -0.324, -0.218], [-0.203, 0.486, 0.422], [-0.001, -0.134, -0.019], [-0.026, 0.088, 0.024], [-0.006, -0.055, -0.134]]
}